#1
Computed, not measured: a structure of composition C6H13N3, with ωB97M-V/def2-TZVPD.

Computed properties:
Orbital gap ... 0.2997 Eh
Highest occupied orbital energy ... -7.2 eV

Positions of all 22 atoms, in Å:
1 C -0.106 0.866 0.771
2 C 1.050 -1.225 0.481
3 C -1.312 0.373 1.544
4 C -0.496 -1.295 -2.159
5 N 0.641 0.064 -0.021
6 C -0.315 0.063 -1.583
7 C -0.615 1.196 -2.192
8 N 1.076 1.446 2.139
9 N 2.131 0.887 2.323
10 H -0.282 1.854 0.340
11 H 2.645 1.246 3.168
12 H 0.223 -1.929 0.631
13 H 1.780 -1.664 -0.198
14 H 1.517 -1.110 1.464
15 H -1.542 1.088 2.332
16 H -1.136 -0.597 2.005
17 H -2.168 0.314 0.872
18 H -1.199 -1.889 -1.573
19 H -0.867 -1.245 -3.188
20 H 0.455 -1.830 -2.195
21 H -0.587 2.167 -1.718
22 H -0.893 1.218 -3.242

---

#2
Computed, not measured: the molecule C6H13N3, with ωB97M-V/def2-TZVPD.

Computed properties:
Orbital gap ... 0.3131 Eh
Highest occupied orbital energy ... -7.6 eV
SMILES ... CC(C)(C)N1N=CCN1

Positions of all 22 atoms, in Å:
1 C 1.686 1.226 1.840
2 C 0.481 2.123 1.752
3 C 0.680 -1.984 -0.394
4 C -1.660 -1.061 -0.312
5 C 0.116 0.267 -1.447
6 C -0.191 -0.747 -0.420
7 N 1.488 0.117 1.238
8 N -0.526 1.334 1.094
9 N 0.189 -0.006 0.849
10 H 2.663 1.325 2.324
11 H 0.079 2.692 2.709
12 H 0.677 3.112 1.184
13 H 1.795 -1.544 -0.131
14 H 0.401 -2.753 0.228
15 H 0.854 -2.279 -1.375
16 H -2.172 -0.176 -0.392
17 H -2.052 -1.703 0.542
18 H -1.885 -1.466 -1.267
19 H -0.391 1.139 -1.248
20 H 1.248 0.503 -1.306
21 H -0.235 -0.073 -2.387
22 H -1.308 0.966 1.801

---

#3
Computed, not measured: a cluster of 3 separate species, C6H13N3 in total, with ωB97M-V/def2-TZVPD.

Computed properties:
Orbital gap (alpha / beta) ... 0.2954 / 0.2954 Eh
Highest occupied orbital energy (alpha / beta) ... -8.4 / -8.4 eV

Positions of all 22 atoms, in Å:
1 C -0.947 0.260 0.152
2 C 1.344 0.061 0.668
3 C -1.230 0.705 1.561
4 C -1.218 -1.171 -0.155
5 C -1.383 1.242 -0.897
6 N 1.137 0.422 -0.616
7 N 1.359 -0.541 -1.512
8 C 3.405 -0.522 0.674
9 N 3.781 -1.282 -0.129
10 H 1.543 -0.157 -2.430
11 H 2.066 -1.247 -1.230
12 H 1.367 0.870 1.381
13 H 1.216 -0.955 1.022
14 H -0.828 0.024 2.309
15 H -2.319 0.715 1.695
16 H -0.869 1.715 1.752
17 H -1.077 -1.823 0.706
18 H -2.244 -1.284 -0.517
19 H -0.559 -1.510 -0.968
20 H -2.469 1.376 -0.814
21 H -1.160 0.888 -1.901
22 H -0.915 2.215 -0.751

---

#4
Computed, not measured: a cluster of 2 separate species, C6H13N3 in total, with ωB97M-V/def2-TZVPD.

Computed properties:
Orbital gap ... 0.3255 Eh
Highest occupied orbital energy ... -8.1 eV
SMILES ... C=C(C)NC.CNC#N

Positions of all 22 atoms, in Å:
1 C -1.429 -0.733 -1.649
2 C 1.842 -1.156 -0.255
3 N -1.320 -0.904 -0.204
4 C 0.920 -0.210 0.467
5 C 0.765 -0.271 1.797
6 H -1.119 -1.837 0.123
7 H -1.358 0.318 -1.863
8 H -2.365 -1.167 -2.050
9 H -0.590 -1.229 -2.131
10 H 2.872 -0.787 -0.208
11 H 1.562 -1.228 -1.308
12 H 1.829 -2.147 0.212
13 H 0.102 0.379 2.338
14 H 1.230 -1.050 2.375
15 C 0.096 2.174 0.284
16 N 0.770 1.072 -0.340
17 C -2.149 -0.201 0.583
18 N -2.954 0.282 1.251
19 H 1.651 1.325 -0.770
20 H -0.859 1.817 0.725
21 H -0.171 2.913 -0.468
22 H 0.674 2.638 1.091

---

#4 (139.2 kJ/mol below the next structure)

---

#1
Computed, not measured: the molecule C6H13N3, with ωB97M-V/def2-TZVPD.

Computed properties:
Orbital gap ... 0.3357 Eh
Highest occupied orbital energy ... -8.4 eV
SMILES ... C[C@@]1(CN)CN=CNC1

Positions of all 22 atoms, in Å:
1 C 0.963 -1.089 0.516
2 C -0.140 -0.184 -0.076
3 C -1.426 -0.989 -0.153
4 C 0.282 0.473 -1.409
5 C 1.628 1.948 -0.009
6 C -0.323 0.990 0.835
7 H 0.784 -1.151 1.593
8 H 2.017 -0.769 0.369
9 H 0.914 -2.096 0.073
10 H -2.257 -0.373 -0.582
11 H -1.252 -1.761 -0.944
12 H -2.793 -1.563 1.223
13 H -1.384 -2.466 1.302
14 H 0.572 -0.274 -2.146
15 H -0.587 0.999 -1.804
16 H 1.843 1.731 -2.084
17 H 2.504 2.614 0.001
18 H -1.117 1.667 0.543
19 H -0.689 0.662 1.819
20 N -1.784 -1.550 1.137
21 N 1.319 1.430 -1.235
22 N 0.929 1.751 1.031

---

#2
Computed, not measured: the molecule C6H13N3, with ωB97M-V/def2-TZVPD.

Computed properties:
Orbital gap ... 0.2878 Eh
Highest occupied orbital energy ... -7.0 eV

Positions of all 22 atoms, in Å:
1 C 0.438 2.043 -0.630
2 C 1.337 -1.014 -0.909
3 N -0.730 -0.928 0.685
4 N 0.068 1.029 0.363
5 C -1.176 0.272 0.247
6 C 1.000 -0.483 0.457
7 N -1.384 -2.116 0.367
8 C -2.319 0.745 -0.262
9 C 1.883 -0.527 1.481
10 H 0.240 1.369 1.306
11 H -1.747 -2.113 -0.587
12 H -2.147 -2.335 0.998
13 H 1.471 2.335 -0.443
14 H 0.344 1.623 -1.628
15 H -0.216 2.912 -0.555
16 H 1.167 -2.092 -0.921
17 H 0.704 -0.586 -1.689
18 H 2.383 -0.825 -1.161
19 H -2.556 1.796 -0.350
20 H -3.174 0.188 -0.618
21 H 1.600 -0.230 2.484
22 H 2.816 -1.061 1.365

---

#1 (431.3 kJ/mol below the next structure)

---

#1
Computed, not measured: the molecule C2H4N2O2, with ωB97M-V/def2-TZVPD.

Computed properties:
Orbital gap ... 0.3885 Eh
Highest occupied orbital energy ... -10.0 eV
SMILES ... [H]/N=C(/N)C(=O)O

Positions of all 10 atoms, in Å:
1 C 0.185 0.253 -0.413
2 C -0.464 -0.451 0.764
3 H 0.991 2.121 -0.584
4 H 0.297 1.619 0.952
5 H -0.392 -1.122 -1.324
6 H 0.059 -2.006 -0.114
7 N 0.648 1.421 -0.001
8 N 0.176 -0.284 -1.582
9 O -0.625 -1.746 0.602
10 O -0.875 0.195 1.701

---

#2
Computed, not measured: a cluster of 2 separate species, C2H4N2O2 in total, with ωB97M-V/def2-TZVPD.

Computed properties:
Orbital gap (alpha / beta) ... 0.2685 / 0.3547 Eh
Highest occupied orbital energy (alpha / beta) ... -7.3 / -9.2 eV

Positions of all 10 atoms, in Å:
1 C 0.845 1.291 -0.692
2 C 0.033 0.900 0.434
3 N 0.400 -1.721 -1.264
4 N 0.231 -0.737 -2.210
5 O 1.648 2.072 -1.037
6 O -0.857 -1.046 -1.380
7 H 0.407 -0.183 0.504
8 H -0.918 1.060 0.112
9 H 0.311 1.567 1.388
10 H 0.265 -2.542 -1.782

---

#3
Computed, not measured: a structure of composition C2H4N2O2, with ωB97M-V/def2-TZVPD.

Computed properties:
Orbital gap ... 0.3361 Eh
Highest occupied orbital energy ... -8.3 eV

Positions of all 10 atoms, in Å:
1 C 0.109 -0.319 0.796
2 C -0.929 0.359 0.024
3 N 0.296 -0.664 1.931
4 N 0.547 0.009 -1.502
5 O 1.428 -0.100 -0.470
6 O -0.486 0.935 -1.116
7 H -1.647 -0.540 -0.163
8 H -1.408 1.068 0.545
9 H 1.091 -1.183 2.339
10 H 0.999 0.434 -2.384

---

#1 (509.4 kJ/mol below the next structure)

---

#1
Computed, not measured: a cluster of 6 separate species, C3H14O4 in total, with ωB97M-V/def2-TZVPD.

Computed properties:
Orbital gap ... 0.1585 Eh
Highest occupied orbital energy ... -9.3 eV

Positions of all 21 atoms, in Å:
1 C 1.295 -0.131 1.076
2 C 0.402 -1.263 1.197
3 C -0.936 -1.093 1.492
4 H 1.480 -0.092 -0.032
5 H 0.862 0.825 1.356
6 H 2.249 -0.302 1.566
7 H 0.880 -2.227 1.133
8 H -1.503 -1.800 2.079
9 H -1.342 -0.113 1.242
10 H -1.659 2.419 1.143
11 H -1.277 0.443 -0.789
12 O -1.224 1.553 1.060
13 H 2.083 -2.561 -1.637
14 H -0.057 0.052 -2.390
15 O 0.786 0.312 -1.998
16 H 0.128 2.687 -0.940
17 H -2.791 0.425 -0.709
18 O -2.053 -0.022 -1.136
19 H -0.244 3.321 -1.066
20 H 1.171 -0.531 -1.630
21 O 1.749 -1.903 -1.015

---

#2
Computed, not measured: a cluster of 4 separate species, C3H14O4 in total, with ωB97M-V/def2-TZVPD.

Computed properties:
Orbital gap ... 0.3786 Eh
Highest occupied orbital energy ... -9.9 eV
SMILES ... CC(C)O.O.O.O

Positions of all 21 atoms, in Å:
1 C 1.420 -0.982 -0.810
2 C 0.042 -1.146 -1.326
3 C -0.752 0.138 -1.499
4 O -0.593 -2.114 -0.429
5 H 1.848 -1.961 -0.431
6 H 1.338 -0.299 -0.028
7 H 2.031 -0.496 -1.579
8 H 0.152 -1.670 -2.416
9 H -0.238 1.011 -2.034
10 H -0.962 0.414 -0.446
11 H -1.758 -0.081 -1.933
12 H -1.610 -2.000 -0.315
13 H 2.758 2.722 -0.839
14 H 2.194 1.333 -1.044
15 O 2.216 2.062 -0.296
16 H -2.268 0.073 1.975
17 H -1.872 -1.124 2.859
18 O -2.277 -0.231 2.908
19 H 0.673 1.967 0.709
20 H -0.143 1.732 1.936
21 O -0.146 1.573 0.992

---

#3
Computed, not measured: a cluster of 6 separate species, C3H14O4 in total, with ωB97M-V/def2-TZVPD.

Computed properties:
Orbital gap ... 0.1512 Eh
Highest occupied orbital energy ... -9.4 eV

Positions of all 21 atoms, in Å:
1 C -1.232 -1.361 0.504
2 C -1.038 -0.511 -0.661
3 C -1.864 0.411 -1.230
4 H -0.882 -0.891 1.492
5 H -2.310 -1.562 0.598
6 H -0.809 -2.362 0.424
7 H -0.069 -0.522 -1.161
8 H -1.603 0.795 -2.197
9 H -2.747 0.800 -0.756
10 H 1.066 2.581 -1.550
11 H 1.430 1.151 -1.220
12 O 0.630 1.792 -1.174
13 H 1.069 -1.281 1.336
14 H 0.683 0.240 2.930
15 O 0.414 0.257 1.981
16 H -0.293 1.938 0.621
17 H 2.863 -0.247 -0.603
18 O 2.081 -0.153 -1.179
19 H -0.451 2.563 1.007
20 H 1.667 -1.603 0.027
21 O 1.391 -2.035 0.811

---

#2 (853.3 kJ/mol below the next structure)